18
Properties=species:S:1:pos:R:3:forces:R:3:lowdin_charge:R:1 method="wB97M-V/def2-TZVPD" e_above_lowest_kj_mol=588.5 total_energy_ha=-530.35318 charge=0 homo_lumo_gap_ev=6.97
O -1.37955 1.59642 1.34611 3.144 1.374 -0.960 0.00
O -3.06705 0.47555 1.93362 -1.581 -2.194 0.462 0.03
O 1.69816 -0.09308 -2.07367 -0.855 3.572 -2.057 0.03
N 1.01751 -1.15394 0.82420 -0.803 -0.024 1.336 0.10
N 0.45911 1.09840 0.22741 2.165 1.857 0.719 0.11
C 0.29415 -0.24991 -0.00640 -5.734 -2.568 -1.040 -0.43
C 1.32998 1.87235 0.12161 -0.963 0.863 0.271 0.25
C -2.02795 0.53695 1.31161 -1.016 0.749 0.320 -0.77
C 0.50493 -0.46252 -1.56120 -1.133 -2.399 2.331 -0.23
C -1.60115 -0.49033 0.27341 4.033 -0.325 -0.788 0.10
H -0.23777 0.06471 -2.04611 -1.789 0.772 -1.122 0.10
H 2.17584 -0.68401 -1.61735 4.390 -3.095 1.917 0.03
H -2.00882 -0.13679 -0.67814 -0.084 -0.527 0.110 0.10
H 0.51338 -1.41743 1.71627 0.462 0.482 -1.552 0.13
H 0.44740 -1.57783 -1.63556 -0.756 0.740 -0.192 0.15
H -1.64509 -1.58717 0.44859 -0.491 0.946 -0.030 0.11
H 1.82865 -0.66834 1.14084 1.044 0.053 0.324 0.07
H 1.69828 2.87697 0.27476 -0.034 -0.276 -0.048 0.12

=====

9
Properties=species:S:1:pos:R:3:forces:R:3:lowdin_charge:R:1 method="wB97M-V/def2-TZVPD" e_above_lowest_kj_mol=643.4 total_energy_ha=-283.92804 charge=0 homo_lumo_gap_ev="8.04 / 8.32"
O 1.55372 1.96325 0.83625 0.036 -0.568 0.470 0.06
N -1.06005 -1.57079 -1.45683 -0.308 -0.312 -1.132 0.07
C -0.55352 -1.59979 -0.23653 0.390 -0.968 0.730 -0.08
C -0.76281 -0.19407 0.10693 1.187 1.687 0.610 -0.11
C 1.23215 0.90661 1.22945 -1.393 0.147 -1.704 -0.04
C -0.69583 -0.23961 -1.31910 -0.131 0.073 0.560 -0.16
H 1.66673 0.24710 1.97735 0.354 -0.186 0.474 0.08
H 0.01990 0.23690 -1.97161 0.158 0.128 -0.179 0.11
H -1.40029 0.25040 0.83408 -0.292 0.000 0.170 0.08

=====

10
Properties=species:S:1:pos:R:3:forces:R:3:lowdin_charge:R:1 method="wB97M-V/def2-TZVPD" e_above_lowest_kj_mol=32.8 total_energy_ha=-950.51474 charge=0 homo_lumo_gap_ev=12.52
Cl -0.24797 2.10945 -1.58028 0.166 -0.914 1.038 0.65
F -1.07331 0.85732 0.64205 -0.985 0.446 -0.973 -0.04
F 1.82700 -0.34203 -0.80878 1.084 0.061 -0.371 0.08
F 0.59427 -0.94415 0.89454 0.064 0.255 -0.613 0.06
O 2.96486 -2.33214 1.46058 -0.037 -0.255 0.032 0.02
C 0.59918 -0.32397 -0.32300 0.627 2.793 2.099 -0.41
C 0.05161 1.13261 -0.10900 1.001 -0.190 2.684 -0.63
C 3.64262 -1.43960 1.40615 0.172 0.177 0.024 0.00
H 0.64104 1.67258 0.69909 0.062 -0.181 -1.798 0.15
H -0.05120 -0.74789 -0.96422 -2.154 -2.191 -2.123 0.12

=====

101
Properties=species:S:1:pos:R:3:forces:R:3:lowdin_charge:R:1 method="wB97M-V/def2-TZVPD" e_above_lowest_kj_mol=107.8 total_energy_ha=-9739.99623 charge=0 multiplicity=5 homo_lumo_gap_ev="5.24 / 7.19" s2=6.0665
Te 3.35603 2.66489 0.06770 0.188 -0.304 -0.713 1.32
Se -0.40564 -0.32822 -2.17046 -1.504 -2.331 -0.036 0.59
Se 0.39594 -1.83843 4.58274 -0.758 0.326 0.319 0.28
Co 1.06742 1.25396 -1.16276 1.881 0.291 -0.795 -0.23
S 2.69011 -0.50891 -0.38920 1.038 -0.551 0.044 0.66
P -0.22339 2.84101 -1.88446 -1.231 1.218 0.647 0.82
P -1.10512 -1.44720 -0.35119 -0.031 0.487 -2.987 0.79
P -1.36153 -1.09375 3.58461 1.740 0.191 -0.083 0.56
N 5.39454 -0.29283 -0.27957 -1.931 -0.174 1.059 -0.17
N -0.04772 1.12368 2.57921 -1.824 -1.569 1.365 0.01
N 0.22916 0.88372 0.46471 -2.864 -0.791 2.141 -0.24
N 4.56777 -0.23712 -2.35226 0.506 -0.023 0.069 0.03
N 0.33329 1.73018 1.50981 0.513 -2.691 -1.276 -0.04
C 0.52760 -4.85300 -1.82095 -0.116 0.883 0.389 -0.05
C -0.34606 -3.75258 -1.62074 1.406 -0.337 0.636 -0.11
C -4.20839 -4.64985 3.29519 -0.159 -0.236 0.261 -0.08
C -2.38669 -2.51087 3.13597 -1.566 -0.503 -0.566 -0.34
C -1.91865 -3.82752 3.21314 0.050 0.421 0.705 -0.12
C -2.55331 0.09481 4.29844 2.069 -0.808 0.460 -0.38
C -3.54764 0.92923 6.27888 -0.494 0.740 -1.511 -0.05
C 6.00832 -0.49679 -2.49446 0.509 -0.954 -1.759 -0.14
C -3.92337 -0.94993 -0.72675 0.971 -0.811 -0.331 -0.08
C -0.27645 -3.02802 -0.38779 0.460 -1.285 -0.680 -0.39
C 5.35108 -0.44553 1.20149 -0.206 1.065 -0.376 -0.07
C -0.51397 -0.26091 0.83138 0.898 1.534 3.639 -0.40
C -5.66483 -2.58616 -1.16546 0.004 -0.585 1.381 -0.09
C -4.68845 -3.35491 3.16109 -0.674 0.135 -0.276 -0.08
C -2.90067 -1.97484 -0.61543 -1.464 0.816 0.204 -0.28
C 4.23787 -0.29149 -1.04330 0.241 -0.615 0.588 -0.80
C 1.08778 4.83862 -4.95532 -0.258 0.103 -1.517 -0.08
C -3.79728 -2.32404 3.01453 1.348 0.864 0.011 -0.08
C 1.98832 3.94920 -5.57431 0.573 -1.559 -0.022 -0.11
C -4.43540 1.73828 5.48339 1.036 -1.180 1.314 -0.07
C -4.71401 -3.57879 -0.99566 1.043 -0.755 -0.356 -0.08
C 2.03993 2.60840 -5.19531 0.682 1.518 -1.736 -0.06
C 1.35112 -5.28419 -0.74104 -1.566 0.819 -0.934 -0.08
C 2.71472 3.75187 1.72645 0.321 1.687 0.037 -0.45
C -5.26391 -1.26322 -0.95812 0.125 0.000 -0.543 -0.09
C 0.18464 4.33378 -3.99836 0.514 1.051 -1.260 -0.14
C 6.55688 -0.56198 -1.06245 1.360 0.107 -0.214 -0.16
C 0.50123 -3.51212 0.64567 0.033 -1.217 -0.765 -0.08
C 4.13352 4.30075 -1.04685 0.306 1.314 0.697 -0.45
C 1.85749 1.29882 -3.00785 1.778 -0.352 -1.261 -0.39
C 1.25746 -4.69432 0.50164 -0.046 0.592 -0.296 -0.06
C -2.00712 2.50763 -1.90476 -1.130 -0.265 -0.047 -0.30
C 1.12271 1.99087 -4.21590 0.117 -0.302 1.458 -0.38
C -2.53157 0.17201 5.67534 -1.026 0.542 1.518 -0.08
C -3.32620 -3.31740 -0.80893 -0.896 1.238 0.647 -0.07
C -0.13075 4.54441 -1.12603 -1.449 0.391 -0.708 -0.23
C -4.39459 1.63290 4.11281 0.024 -0.168 -0.730 -0.08
C -3.38921 0.83620 3.52375 -1.096 0.772 -2.250 -0.12
C 0.24461 3.05031 -3.58738 -0.002 0.163 0.141 -0.32
C -2.84137 -4.87104 3.31526 0.514 -0.826 -0.530 -0.08
C -0.60762 -0.12412 2.27433 0.130 1.687 -2.896 -0.43
H -0.52895 5.03516 -3.59466 0.034 0.038 0.349 0.09
H 4.75019 -1.29669 1.53315 0.000 0.070 -0.303 0.07
H -3.76525 0.85300 7.32030 0.429 0.333 0.719 0.09
H -4.14546 -1.30817 2.84006 -0.186 -0.355 0.248 0.09
H -2.35068 2.41795 -0.86954 0.099 -0.189 0.117 0.03
H 4.68317 4.96050 -0.30378 -0.433 -0.815 -1.026 0.02
H -2.66167 -4.16667 -0.76452 0.140 0.112 0.195 0.09
H -0.94667 5.18397 -1.56029 0.753 -0.360 0.320 0.04
H 6.50500 0.28480 -3.12589 -0.410 -0.690 0.579 0.12
H 6.19036 -1.52180 -2.97018 -0.363 1.446 0.258 0.13
H 3.39081 3.42761 2.53193 -0.568 0.545 -0.041 -0.01
H 1.83585 -5.11521 1.31661 -0.074 0.297 0.084 0.11
H -2.47606 -5.91051 3.38144 -0.150 0.683 0.063 0.11
H 7.01584 -1.55498 -0.80912 -0.528 0.647 -0.285 0.13
H 4.93346 0.48921 1.68488 0.400 -1.023 -0.682 0.06
H -5.01274 -4.64282 -1.01153 0.152 0.708 -0.188 0.11
H 4.81447 3.95169 -1.84094 -0.373 0.163 0.409 0.00
H -3.60812 0.09630 -0.78456 -0.096 -0.286 0.445 0.09
H -6.02282 -0.48884 -1.05674 0.369 0.083 0.074 0.10
H 3.89989 -0.09832 -3.14055 0.730 -0.242 1.282 0.13
H 1.00506 5.82507 -5.41612 -0.132 -0.068 0.591 0.10
H 6.37343 -0.57262 1.55096 0.066 -0.001 -0.076 0.08
H -0.27391 4.60294 -0.04243 0.162 -0.561 -0.114 0.04
H 2.87937 4.85140 1.42348 -0.337 -1.611 0.852 0.03
H 0.82251 4.98046 -1.39239 0.260 0.111 -0.001 0.02
H 2.65164 4.23598 -6.42795 -0.581 0.107 1.078 0.11
H -0.84544 -3.99059 3.36600 -0.489 -0.069 -0.160 0.05
H 0.67372 -5.32597 -2.81892 -0.489 0.417 0.922 0.11
H 2.13173 0.19293 -3.13060 -0.261 1.523 -0.571 0.01
H 1.65869 3.50744 1.90838 0.584 0.256 0.062 -0.04
H 0.47861 -3.01131 1.56399 0.247 0.744 1.349 0.05
H 7.38522 0.18039 -0.94552 -0.724 -0.313 0.235 0.13
H 0.46639 1.23675 -4.68899 0.185 0.064 -0.071 0.14
H 3.30387 4.89884 -1.45643 0.399 -0.298 -0.074 -0.01
H -3.23960 0.81508 2.38413 -0.520 -0.055 1.790 0.14
H -2.23497 1.53752 -2.42392 0.284 1.160 0.435 -0.01
H -0.99472 -3.34510 -2.38601 0.223 -0.233 -0.274 0.08
H -5.21614 2.07361 3.52269 0.919 0.122 0.109 0.11
H 2.82276 2.07094 -5.75706 -0.672 -0.429 0.606 0.11
H -5.09602 2.44637 5.98697 -0.134 -0.516 -0.178 0.10
H 2.77548 1.94273 -2.84273 -0.483 -0.874 -0.177 0.04
H -1.73325 -0.29363 6.29083 -0.820 -0.053 -0.605 0.10
H -2.61139 3.32620 -2.31741 0.236 -0.073 -0.232 0.04
H -4.89772 -5.48867 3.41907 0.231 0.269 -0.046 0.11
H 2.00453 -6.09387 -0.92974 0.609 -0.756 0.040 0.09
H -6.72108 -2.91371 -1.23056 0.728 0.609 -0.247 0.11
H -5.75801 -3.10078 3.17970 0.495 -0.403 -0.139 0.12

=====

12
Properties=species:S:1:pos:R:3:forces:R:3:lowdin_charge:R:1 method="wB97M-V/def2-TZVPD" e_above_lowest_kj_mol=228.7 total_energy_ha=-508.34558 charge=0 homo_lumo_gap_ev=7.99
I -1.68427 2.59228 -2.58858 0.015 0.074 0.284 0.75
N -0.97981 0.62577 -0.55012 -0.135 -2.355 -0.533 -0.12
C 0.34319 -1.28406 0.05614 -0.055 -1.968 -0.031 -0.26
C -0.83344 -0.57796 -0.51045 0.804 -1.598 0.621 -0.04
C -1.61609 1.66788 -0.71345 0.378 1.998 -1.722 -0.68
C 1.30090 -0.42982 0.89802 0.685 -0.631 -0.832 -0.11
H 0.78955 -1.94132 -0.73678 0.123 1.126 0.198 0.12
H 0.77554 0.38769 1.32888 -0.624 0.618 0.528 0.05
H -0.05025 -2.18853 0.63460 0.098 1.490 -0.168 0.12
H 1.70889 -1.03192 1.70538 0.281 0.067 -0.002 0.07
H -1.86845 2.14100 0.16170 -1.291 1.646 1.506 0.03
H 2.11424 0.03899 0.31466 -0.279 -0.466 0.151 0.08

=====

64
Properties=species:S:1:pos:R:3:forces:R:3:lowdin_charge:R:1 method="wB97M-V/def2-TZVPD" total_energy_ha=-1572.90333 charge=0 smiles="C#CCCCP(CCCCN)N(C(C)=O)C(C)=O.COCCOCCOC" homo_lumo_gap_ev=8.85
P 1.99607 -0.51979 -1.29503 0.815 1.223 -1.004 0.98
O -3.98923 4.20161 0.68820 0.042 -0.127 0.488 -0.20
O -5.42044 1.66838 1.60002 -0.065 0.302 -0.161 -0.13
O -0.34791 -2.58305 -0.02823 2.305 4.454 1.569 0.01
O -7.05041 3.81844 0.14611 -0.089 -0.474 -0.105 -0.21
O -0.74713 1.58895 -0.31905 1.429 -5.541 -2.051 0.01
N 0.63634 -0.32313 -0.17321 -1.166 -2.071 -0.340 -0.22
N 7.46741 -2.75217 -0.74467 -0.724 0.472 0.255 -0.04
C -7.41945 3.12857 1.33780 0.458 0.265 -0.082 -0.19
C -3.17347 4.88724 1.62048 -0.174 0.067 -0.352 -0.11
C -1.53166 -0.15563 -1.88353 -0.384 -0.109 0.746 -0.02
C -3.55887 2.86214 0.45305 -0.568 0.181 -0.318 -0.20
C 0.24117 -1.58687 0.50406 -1.579 -3.366 0.641 -0.39
C 6.02133 -0.93129 0.23890 -0.059 1.838 -0.556 -0.21
C -0.51553 0.40477 -0.77068 -1.934 4.673 1.148 -0.39
C 7.48772 -1.29962 -0.32855 -0.448 -0.776 1.852 -0.27
C 4.93934 -0.56415 -0.94408 0.515 0.664 1.189 -0.24
C -4.75131 1.91086 0.35862 0.191 -0.020 0.123 -0.17
C 3.55027 -0.21138 -0.19195 -0.085 -1.401 0.131 -0.35
C 4.63740 -5.01091 -0.29098 1.517 -3.910 4.428 -0.12
C 2.12586 -2.27463 -2.00073 0.805 -1.225 -0.159 -0.37
C 5.06554 -5.74340 0.72811 -1.334 3.280 -6.040 0.05
C 2.67454 -3.39822 -0.97044 -1.206 -0.902 0.083 -0.26
C -7.88905 3.51896 -0.95257 0.203 0.278 0.083 -0.12
C 3.90873 -4.27968 -1.52896 0.825 -0.389 1.220 -0.20
C 0.57978 -1.67630 2.10410 0.438 1.790 -0.640 -0.02
C -6.17974 2.75093 2.14680 -0.105 -0.169 -0.007 -0.17
H 0.97072 -0.62741 2.43465 -0.680 -1.897 -0.614 0.09
H 1.12522 -2.57755 -2.51729 1.709 0.623 1.168 0.10
H 6.12318 0.05089 0.85817 -0.287 -1.597 -0.932 0.11
H -8.03112 2.43947 -1.06848 -0.096 -0.020 0.069 0.08
H -0.39373 -1.85865 2.68707 1.579 -0.129 -1.049 0.09
H 3.52276 0.90032 0.09999 -0.057 -1.863 -0.253 0.09
H -2.57098 0.33896 -1.69000 2.068 -0.713 -0.248 0.09
H -2.88361 2.51784 1.24077 0.015 0.027 0.012 0.12
H 7.53144 -3.35932 0.10224 -0.114 0.828 -0.927 0.07
H -1.18755 0.18081 -2.92812 -0.329 -0.744 1.640 0.10
H -5.45843 2.21938 -0.41200 0.056 0.257 0.063 0.11
H -6.51775 2.39966 3.12647 -0.030 -0.125 -0.112 0.13
H 1.42155 -2.42765 2.32414 -1.590 0.863 -0.435 0.08
H 5.32741 0.41617 -1.41194 -0.628 -1.738 0.333 0.11
H 4.70021 -3.62783 -2.07455 -1.340 -1.068 0.980 0.09
H -7.40153 3.88672 -1.85885 -0.040 0.081 0.153 0.09
H 7.87785 -0.60416 -1.15491 -0.879 -1.078 1.130 0.11
H 6.50093 -2.91480 -1.10433 1.176 -0.094 0.291 0.02
H -3.68738 5.80617 1.91080 0.007 -0.060 -0.132 0.09
H -7.99192 2.21962 1.10820 0.082 0.074 -0.017 0.12
H 3.57981 -5.11206 -2.27520 0.466 1.548 1.430 0.13
H 1.79069 -4.14304 -0.80436 1.673 1.323 -0.032 0.12
H -2.21350 5.14615 1.16249 0.105 -0.009 0.179 0.09
H 3.48164 -0.92851 0.72228 0.123 1.569 -1.214 0.07
H 2.90417 -2.22357 -2.87135 -1.373 0.335 1.468 0.08
H 8.21755 -1.22575 0.57327 -1.081 0.043 -1.645 0.11
H 2.91052 -2.93772 0.07519 -0.156 -0.879 -1.998 0.10
H -8.85566 4.01946 -0.83840 -0.120 -0.133 -0.110 0.09
H -3.02005 2.85965 -0.49953 0.117 -0.271 0.067 0.11
H -1.68796 -1.29492 -1.77874 0.602 1.834 -0.421 0.08
H 4.85966 -1.39319 -1.73774 0.030 1.296 1.235 0.08
H 5.70160 -6.50898 1.31759 -1.605 1.943 -1.155 0.05
H -4.36736 0.93567 0.04095 0.040 0.004 0.184 0.12
H -3.01353 4.28924 2.52201 0.105 -0.045 0.026 0.09
H 5.56860 -1.71231 0.95328 1.004 0.863 -1.233 0.11
H -5.54202 3.61493 2.33628 -0.102 0.105 -0.242 0.11
H -8.04870 3.80567 1.92641 -0.074 -0.158 0.203 0.12

=====

10
Properties=species:S:1:pos:R:3:forces:R:3:lowdin_charge:R:1 method="wB97M-V/def2-TZVPD" e_above_lowest_kj_mol=17.3 total_energy_ha=-280.62250 charge=+1 homo_lumo_gap_ev=9.46
N -1.80988 0.10685 0.01261 0.850 -0.099 -0.084 0.05
N 0.78905 -1.54275 -0.31875 -0.766 0.230 -0.421 0.20
N 0.43942 0.72082 -0.08281 -0.361 0.643 -0.246 0.15
C -2.80949 -0.47740 0.22192 -0.757 -0.509 0.147 0.23
C -0.82120 0.95380 -0.23104 0.146 0.726 -0.132 -0.05
C 1.10821 -0.50009 0.26859 0.779 -0.888 0.516 -0.19
H 1.89097 -0.31056 1.01019 -0.082 -0.150 -0.106 0.15
H 1.07496 1.50633 -0.23176 -0.296 0.007 -0.037 0.19
H 1.27019 -2.40808 -0.10409 0.278 0.113 0.337 0.10
H -1.13225 1.95109 -0.54484 0.209 -0.074 0.027 0.18

=====

16
Properties=species:S:1:pos:R:3:forces:R:3:lowdin_charge:R:1 method="wB97M-V/def2-TZVPD" e_above_lowest_kj_mol=160.8 total_energy_ha=-345.95321 charge=0 smiles="C=C(C)O.O.O" homo_lumo_gap_ev=9.35
O -4.38880 0.05280 -1.16194 -0.980 -0.376 -2.213 -0.08
O 1.50282 3.06961 -0.91151 -0.407 -0.248 1.082 -0.06
O -0.32875 -2.20801 0.76903 2.892 1.016 0.079 -0.06
C 1.20546 -0.77921 1.95198 1.771 1.197 -3.153 0.03
C 0.86005 -1.27770 0.74531 -3.150 -0.018 2.753 -0.38
C 1.17578 -0.78496 -0.60492 1.668 1.469 -0.410 -0.07
H -4.43925 0.27316 -2.14793 0.462 -0.180 2.383 0.08
H -3.76019 0.60627 -0.71631 0.511 0.545 -0.170 0.01
H 0.86806 -1.24389 2.82267 -0.479 -0.216 1.444 0.03
H 0.98246 3.03170 -0.08375 0.596 -0.079 -0.460 0.05
H 2.22071 -0.25954 -0.70497 -1.557 -1.669 0.473 0.12
H 1.90601 0.11132 1.93483 -0.711 -1.459 0.448 0.08
H 0.89299 3.51196 -1.49374 -0.202 0.291 -0.603 0.02
H 1.07617 -1.69089 -1.21197 0.036 0.776 -0.725 0.08
H -0.35073 -2.53317 1.69480 -0.130 0.271 -0.866 0.08
H 0.57721 0.12055 -0.88157 -0.321 -1.320 -0.061 0.09